1.
ORCA calculation (ωB97M-V/def2-TZVPD) on C4H11NO2 in the gas phase in a non-equilibrium geometry.

Geometry as ORCA input:
```
! RIJCOSX wB97M-V def2-TZVPD def2/J DEFGRID3
* xyz 0 1
C 0.8036 -0.4235 -1.9215
C -0.0474 0.4158 -0.9907
O -1.3874 0.4242 -1.5770
C -0.0411 -0.2165 0.4690
N -0.9160 -1.3886 0.5071
C 0.0883 0.8916 1.6166
O 1.0987 0.5283 2.6646
H 0.6929 -1.5569 -1.7616
H 0.7961 -0.3479 -3.0169
H 1.8325 -0.1820 -1.5280
H 0.2585 1.4815 -0.8902
H -1.6149 1.2958 -1.8748
H 0.8861 -0.6762 0.5978
H -1.1722 -1.5914 1.4993
H -1.7424 -1.0836 0.0167
H -0.8985 0.9921 2.1123
H 0.4460 1.8297 1.1907
H 0.9173 -0.3924 2.8866
*
```

As for the molecular weight: 105.14 g/mol. The calculation puts the relative energy (zero: lowest compared OMol25 entry of this formula, charge and spin) at 52.29 kcal per mole.

=====

2.
ORCA calculation (ωB97M-V/def2-TZVPD) on C16H20F3N3OS in the gas phase in a non-equilibrium geometry.

Geometry as ORCA input:
```
! RIJCOSX wB97M-V def2-TZVPD def2/J DEFGRID3
* xyz 0 1
C -3.5240 -3.1688 -1.2137
C -1.8946 -3.1895 -1.1503
C -1.1589 -3.0611 -2.4759
C -1.5069 -2.1607 -0.1253
C -0.2728 -2.3903 0.8371
C -0.3347 -1.6622 2.1802
C 1.0377 -2.0298 0.1008
S 2.0274 -3.4542 -0.3015
C 3.0650 -2.4992 -1.2276
C 2.8399 -1.0929 -1.1150
C 1.6332 -0.8260 -0.3359
N 1.1411 0.4605 -0.0052
C 1.6754 1.6732 -0.3141
O 2.6257 1.9286 -1.0975
C 1.2405 2.7933 0.4173
C 1.6417 3.3284 1.5787
N 0.8133 4.4244 1.9033
C 1.2248 5.5233 2.7147
N -0.2040 4.6073 0.9740
C 0.0351 3.6591 0.0126
C -0.9158 3.4138 -1.0827
F -1.5996 2.2693 -0.8482
F -1.8749 4.3385 -1.2184
F -0.2571 3.3064 -2.3497
H -3.9528 -3.2154 -0.2539
H -3.7604 -2.2267 -1.7107
H -3.9559 -3.9691 -1.8267
H -1.5733 -4.1716 -0.7102
H -1.3710 -2.0487 -2.8761
H -1.6482 -3.8554 -3.0669
H -0.0741 -3.0776 -2.3908
H -2.3742 -2.0663 0.6215
H -1.3684 -1.1814 -0.5308
H -0.2412 -3.4215 1.0703
H -1.3508 -1.7741 2.4504
H 0.1406 -2.1824 3.0349
H -0.1027 -0.5647 2.1757
H 3.8901 -3.0155 -1.8216
H 3.4146 -0.2956 -1.5721
H 0.2933 0.5459 0.4718
H 2.5489 3.0769 2.2077
H 2.3592 5.4784 2.8215
H 0.7561 5.3229 3.7331
H 0.9128 6.4506 2.3152
*
```

As for the molecular weight: 359.42 g/mol. The calculation puts the relative energy (zero: lowest compared OMol25 entry of this formula, charge and spin) at 45.23 kcal per mole.

=====

- relative energy (zero: lowest compared OMol25 entry of this formula, charge and spin) of number 2 (C16H20F3N3OS)?
  45.23 kcal per mole